No. 1
ORCA calculation (wB97M-V/def2-TZVPD) on 10 unconnected molecules or ions with the total composition C38H54N10O2 at a distorted geometry.

Output
SMILES string = c1cc[nH]c1.c1cc[nH]c1.c1cc[nH]c1.c1cc[nH]c1.c1cc[nH]c1.c1cc[nH]c1.c1cc[nH]c1.c1cc[nH]c1.CN(C)C=O.CN(C)C=O
LUMO = 0.595 eV

Structure (ORCA input):
```
! wB97M-V def2-TZVPD RIJCOSX def2/J DEFGRID3
* xyz 0 1
C 17.24 10.92 8.23
O 17.74 11.69 7.45
N 16.59 9.76 7.87
C 15.95 9.00 8.88
C 16.33 9.39 6.49
H 17.17 11.04 9.32
H 15.89 7.96 8.58
H 14.92 9.33 9.09
H 16.55 9.08 9.78
H 16.46 8.32 6.29
H 15.26 9.54 6.19
H 16.91 10.04 5.87
C 13.24 11.67 13.92
O 12.25 11.18 14.51
N 14.26 11.09 13.30
C 15.25 11.91 12.60
C 14.47 9.61 13.23
H 13.28 12.82 13.79
H 15.08 12.14 11.51
H 16.24 11.40 12.63
H 15.52 12.88 13.02
H 14.42 9.34 12.20
H 15.42 9.47 13.64
H 13.70 9.04 13.81
N 17.62 16.77 13.50
C 16.89 16.52 12.41
C 15.76 15.84 12.80
C 15.82 15.70 14.20
C 17.00 16.25 14.62
H 18.58 17.03 13.58
H 17.20 17.00 11.52
H 15.00 15.42 12.09
H 14.99 15.40 14.81
H 17.51 16.39 15.59
N 10.78 12.99 11.64
C 10.66 13.65 10.47
C 10.84 14.98 10.77
C 11.03 15.17 12.15
C 11.10 13.87 12.70
H 10.72 12.02 11.63
H 10.43 13.01 9.59
H 10.75 15.68 9.96
H 11.10 16.01 12.82
H 11.21 13.41 13.68
N 18.76 13.89 11.42
C 18.83 12.93 10.41
C 19.29 11.77 11.04
C 19.57 12.12 12.45
C 19.27 13.42 12.62
H 18.24 14.73 11.36
H 18.57 13.22 9.45
H 19.41 10.83 10.64
H 19.90 11.47 13.24
H 19.22 13.98 13.53
N 12.57 9.89 7.24
C 12.26 9.28 6.13
C 11.38 8.21 6.50
C 11.15 8.35 7.89
C 11.99 9.32 8.30
H 13.38 10.50 7.33
H 12.79 9.48 5.24
H 10.88 7.55 5.82
H 10.52 7.68 8.48
H 11.96 9.79 9.27
N 13.87 6.29 6.61
C 14.69 5.49 7.34
C 15.66 5.02 6.46
C 15.44 5.64 5.21
C 14.28 6.39 5.33
H 13.18 6.93 6.99
H 14.57 5.44 8.39
H 16.47 4.42 6.77
H 15.95 5.57 4.27
H 13.72 6.91 4.56
N 17.86 5.95 9.72
C 17.00 5.98 10.81
C 17.57 6.73 11.80
C 18.78 7.24 11.31
C 18.97 6.76 10.00
H 17.80 5.25 9.00
H 16.10 5.46 10.77
H 17.13 6.87 12.79
H 19.49 7.94 11.71
H 19.74 7.00 9.34
N 15.25 13.00 6.99
C 15.03 13.03 8.37
C 13.72 13.23 8.61
C 13.08 13.20 7.33
C 14.04 13.08 6.37
H 16.16 12.74 6.61
H 15.88 13.12 9.03
H 13.19 13.29 9.59
H 12.02 13.32 7.08
H 13.93 12.98 5.28
N 8.31 10.31 13.84
C 7.79 9.39 12.97
C 8.82 8.90 12.18
C 10.07 9.53 12.66
C 9.65 10.46 13.61
H 7.89 10.63 14.73
H 6.72 9.30 12.95
H 8.70 8.25 11.38
H 11.05 9.51 12.29
H 10.20 11.12 14.31
*
```

=====

No. 2
ORCA calculation (wB97M-V/def2-TZVPD) on a molecular structure, C38H55FN3S4SbSi2Tc.

Output
LUMO (alpha / beta) = -4.061 / -4.061 eV

Structure (ORCA input):
```
! wB97M-V def2-TZVPD RIJCOSX def2/J DEFGRID3
* xyz 1 1
Tc 0.85 0.62 1.05
C 0.47 -0.06 2.99
Si -1.19 -0.88 3.10
C -2.18 -0.16 1.64
N -1.41 -0.13 0.37
C -1.35 -1.51 -0.24
C -2.34 -1.73 -1.39
C -3.69 -1.07 -1.11
C -3.48 0.44 -0.95
C -2.03 0.78 -0.61
C -1.13 -2.74 2.95
C -2.31 -3.49 2.91
C -2.28 -4.87 2.77
C -1.06 -5.53 2.66
C 0.12 -4.81 2.70
C 0.08 -3.43 2.85
C -2.12 -0.40 4.66
C -2.56 0.91 4.86
C -3.15 1.30 6.05
C -3.32 0.38 7.07
C -2.90 -0.93 6.89
C -2.30 -1.31 5.70
H 1.29 -0.68 3.37
H 0.48 0.83 3.63
H -2.44 0.88 1.90
H -3.14 -0.67 1.51
H -1.56 -2.22 0.55
H -0.34 -1.71 -0.58
H -2.45 -2.81 -1.54
H -1.94 -1.33 -2.32
H -4.11 -1.50 -0.20
H -4.40 -1.29 -1.90
H -4.15 0.85 -0.19
H -3.74 0.96 -1.88
H -1.97 1.80 -0.23
H -1.40 0.76 -1.51
H -3.27 -2.99 3.01
H -3.21 -5.43 2.74
H -1.04 -6.60 2.54
H 1.07 -5.32 2.62
H 1.02 -2.87 2.88
H -2.43 1.65 4.08
H -3.49 2.32 6.18
H -3.79 0.68 8.00
H -3.03 -1.65 7.69
H -1.98 -2.34 5.58
S 4.45 -2.61 -2.26
Sb 4.87 -3.48 -0.25
S 3.49 -2.01 1.56
S 1.93 -1.10 0.31
S 5.45 -1.53 1.14
C 2.43 3.53 -0.73
C 1.18 3.65 0.05
N 0.46 2.67 0.58
C -0.61 3.28 1.24
C -0.52 4.62 1.10
N 0.60 4.83 0.33
H 2.85 2.54 -0.60
H 3.16 4.25 -0.39
H 2.25 3.71 -1.80
H -1.33 2.71 1.80
H -1.13 5.42 1.47
H 0.97 5.73 0.06
F 5.70 3.67 3.59
C 4.67 2.98 3.05
C 4.93 2.07 2.04
C 3.86 1.37 1.49
C 2.53 1.53 1.92
C 2.35 2.49 2.93
C 3.39 3.21 3.50
H 5.94 1.91 1.70
H 4.08 0.69 0.68
H 1.35 2.70 3.30
H 3.22 3.93 4.29
C 2.36 0.46 -2.82
Si 0.90 -0.06 -3.79
C 0.80 -1.82 -4.37
C -0.43 -2.15 -5.22
C 0.90 -2.79 -3.18
C 2.09 -1.92 -5.23
C -0.17 1.32 -4.44
C -1.66 1.00 -4.59
C 0.46 1.55 -5.84
C 0.01 2.59 -3.59
H 2.84 1.32 -3.29
H 3.08 -0.35 -2.69
H 2.04 0.77 -1.82
H -1.36 -2.03 -4.67
H -0.36 -3.20 -5.52
H -0.48 -1.55 -6.13
H -0.02 -2.81 -2.60
H 1.73 -2.56 -2.52
H 1.06 -3.79 -3.58
H 2.10 -1.23 -6.07
H 2.12 -2.93 -5.64
H 2.99 -1.79 -4.64
H -1.84 0.19 -5.30
H -2.17 1.89 -4.97
H -2.12 0.73 -3.64
H 0.37 0.68 -6.49
H 1.51 1.84 -5.79
H -0.08 2.38 -6.32
H -0.38 2.47 -2.58
H -0.54 3.41 -4.07
H 1.05 2.89 -3.53
*
```

=====

no.,E (eV)
1,-59274.0575
2,-115313.5799